## i
{"formula": "C9H10BNO3", "method": "ωB97M-V/def2-TZVPD", "e_lumo_ha": 0.0069, "species": ["C", "O", "N", "C", "B", "O", "O", "C", "C", "C", "C", "C", "C", "C", "H", "H", "H", "H", "H", "H", "H", "H", "H", "H"], "positions_angstrom": [[-0.528, 0.114, -2.892], [-0.120, -0.814, -1.888], [0.140, -0.310, -0.667], [1.392, 0.017, 0.046], [2.797, 0.019, -0.565], [3.777, -0.876, -0.185], [3.112, 1.040, -1.449], [1.105, 0.151, 1.379], [-0.303, 0.083, 1.589], [-1.126, 0.141, 2.707], [-2.484, 0.029, 2.576], [-3.039, -0.284, 1.260], [-2.229, -0.412, 0.199], [-0.810, -0.210, 0.327], [-0.390, 1.181, -2.820], [-1.457, -0.028, -3.322], [0.196, 0.030, -3.683], [4.680, -0.612, -0.513], [4.055, 1.195, -1.713], [1.837, 0.440, 2.096], [-0.536, 0.270, 3.659], [-3.156, 0.130, 3.425], [-4.112, -0.586, 1.210], [-2.800, -0.709, -0.776]]}

***

## ii
{"formula": "C9H10BNO3", "method": "ωB97M-V/def2-TZVPD", "e_lumo_ha": 0.0179, "species": ["O", "B", "C", "C", "C", "C", "C", "C", "C", "C", "O", "H", "H", "H", "H", "H", "H", "H", "H", "H", "N", "C", "O", "H"], "positions_angstrom": [[-0.709, -3.264, 2.040], [-0.475, -2.163, 1.279], [-1.076, -1.927, -0.311], [0.051, -1.264, -1.013], [0.548, -0.015, -0.295], [0.991, 1.029, -1.016], [1.633, 2.054, -0.276], [1.877, 1.983, 1.040], [1.366, 0.917, 1.797], [0.659, -0.061, 1.109], [0.234, -1.157, 1.828], [-0.273, -3.208, 2.938], [-1.422, -2.852, -0.709], [-1.942, -1.183, -0.208], [-0.251, -1.026, -2.088], [0.837, -2.084, -0.913], [0.879, 1.287, -2.030], [1.925, 2.963, -0.800], [2.319, 2.769, 1.502], [1.560, 0.900, 2.856], [-2.106, 1.116, -1.100], [-1.995, 1.729, -2.125], [-1.775, 2.224, -3.151], [-2.853, 1.232, -0.353]]}

***

Quick look at relative energies in hartree: i 0.0889; ii 0.0000.

***

## i
{"formula": "C2H6OS2", "method": "ωB97M-V/def2-TZVPD", "e_lumo_ha": 0.0117, "species": ["C", "C", "O", "H", "H", "H", "H", "S", "S", "H", "H"], "positions_angstrom": [[-1.293, -0.267, -1.067], [-1.281, 0.311, 0.153], [-1.831, -0.521, 1.180], [-1.185, 0.399, -1.914], [-1.557, -1.296, -1.261], [-1.472, 1.389, 0.276], [-1.621, -0.112, 2.004], [2.430, -1.058, 0.141], [2.319, 1.009, 0.390], [3.483, -1.096, 1.021], [2.008, 1.242, -0.923]]}

***

## ii
{"formula": "C2H6OS2", "method": "ωB97M-V/def2-TZVPD", "e_lumo_ha": 0.0079, "species": ["C", "C", "O", "H", "H", "H", "H", "S", "S", "H", "H"], "positions_angstrom": [[-1.342, 2.081, 0.864], [-1.590, 0.887, 1.362], [-1.882, 0.594, 2.674], [-0.477, 2.083, 0.123], [-1.661, 3.016, 1.321], [-1.467, 0.082, 0.674], [-1.564, 1.413, 3.110], [3.707, -2.368, -2.314], [2.262, -3.181, -3.551], [2.747, -1.908, -1.375], [1.268, -2.700, -2.889]]}

***

## iii
{"formula": "C2H6OS2", "method": "ωB97M-V/def2-TZVPD", "e_lumo_ha": 0.0231, "species": ["C", "C", "O", "S", "S", "H", "H", "H", "H", "H", "H"], "positions_angstrom": [[0.428, -0.739, 0.620], [-0.284, 0.324, -0.252], [-0.427, -0.171, -1.600], [0.536, 2.017, -0.217], [-1.900, 0.652, 0.518], [-0.173, -1.034, 1.493], [0.548, -1.546, 0.000], [1.530, -0.456, 0.739], [0.272, 0.165, -2.167], [1.610, 1.450, 0.363], [-2.140, -0.663, 0.503]]}

***

## iv
{"formula": "C2H6OS2", "method": "ωB97M-V/def2-TZVPD", "e_lumo_ha": 0.0125, "species": ["C", "C", "O", "H", "H", "H", "H", "S", "S", "H", "H"], "positions_angstrom": [[-0.409, 1.069, 0.882], [0.917, 0.373, 1.028], [1.198, -0.269, 2.002], [-1.228, 0.374, 0.744], [-0.587, 1.554, 1.845], [-0.328, 1.839, 0.117], [1.630, 0.324, 0.183], [-0.283, -1.475, -2.762], [-0.558, -1.928, -0.796], [-1.013, -0.336, -2.813], [0.661, -1.524, -0.429]]}

***

Quick look at relative energies in hartree: i 0.0350; ii 0.0552; iii 0.0084; iv 0.0000.

***

## i
{"formula": "C17H19N", "method": "ωB97M-V/def2-TZVPD", "e_lumo_ha": 0.0282, "species": ["C", "C", "C", "N", "C", "C", "C", "C", "C", "C", "H", "H", "H", "H", "H", "H", "H", "H", "H", "C", "C", "C", "C", "C", "C", "C", "C", "H", "H", "H", "H", "H", "H", "H", "H", "H", "H"], "positions_angstrom": [[2.150, -2.038, -1.253], [1.991, -0.585, -1.510], [1.052, 0.169, -2.160], [1.324, 1.533, -2.020], [2.477, 1.637, -1.301], [2.954, 2.807, -0.669], [3.868, 2.685, 0.349], [4.526, 1.410, 0.505], [4.049, 0.302, -0.117], [2.956, 0.371, -1.003], [2.148, -2.112, -0.150], [3.142, -2.229, -1.685], [1.397, -2.777, -1.513], [0.210, -0.211, -2.719], [0.712, 2.210, -2.404], [2.696, 3.816, -0.952], [4.141, 3.522, 0.978], [5.322, 1.455, 1.243], [4.629, -0.585, 0.134], [-2.466, 1.176, 2.863], [-1.780, 0.516, 1.607], [-2.589, -0.570, 0.889], [-2.927, -0.281, -0.464], [-3.524, -1.211, -1.252], [-3.982, -2.382, -0.621], [-3.550, -2.740, 0.628], [-2.900, -1.786, 1.455], [-1.931, 1.071, 3.801], [-3.440, 0.678, 2.893], [-2.637, 2.212, 2.618], [-1.619, 1.315, 0.898], [-0.889, -0.065, 1.861], [-2.649, 0.688, -0.852], [-4.079, -0.970, -2.159], [-4.473, -3.114, -1.258], [-3.711, -3.775, 0.909], [-2.596, -2.141, 2.430]]}

***

## ii
{"formula": "C17H19N", "method": "ωB97M-V/def2-TZVPD", "e_lumo_ha": 0.0308, "species": ["C", "C", "C", "N", "C", "C", "C", "C", "C", "C", "H", "H", "H", "H", "H", "H", "H", "H", "H", "C", "C", "C", "C", "C", "C", "C", "C", "H", "H", "H", "H", "H", "H", "H", "H", "H", "H"], "positions_angstrom": [[1.034, 3.768, 0.681], [0.066, 2.634, 0.571], [-0.459, 1.777, 1.489], [-1.542, 1.072, 0.992], [-1.781, 1.510, -0.296], [-2.756, 1.029, -1.145], [-2.611, 1.455, -2.462], [-1.654, 2.379, -2.845], [-0.828, 2.981, -1.903], [-0.817, 2.542, -0.598], [0.869, 4.532, -0.083], [2.059, 3.461, 0.445], [1.099, 4.226, 1.656], [-0.007, 1.580, 2.452], [-2.151, 0.536, 1.566], [-3.380, 0.219, -0.784], [-3.255, 1.072, -3.249], [-1.585, 2.586, -3.906], [-0.177, 3.808, -2.166], [1.653, -0.712, -1.216], [1.082, -2.129, -1.215], [0.844, -2.586, 0.172], [-0.387, -2.768, 0.747], [-0.519, -3.145, 2.090], [0.610, -3.318, 2.883], [1.910, -3.320, 2.253], [1.965, -2.896, 0.960], [0.924, 0.004, -0.818], [2.113, -0.300, -2.104], [2.458, -0.740, -0.461], [0.107, -2.047, -1.705], [1.718, -2.808, -1.765], [-1.279, -2.572, 0.155], [-1.503, -3.433, 2.445], [0.588, -3.952, 3.767], [2.669, -3.644, 2.952], [2.923, -2.801, 0.444]]}

***

Quick look at relative energies in hartree: i 0.0204; ii 0.0000.

***

## i
{"formula": "C3H15NSi3", "method": "ωB97M-V/def2-TZVPD", "e_lumo_ha": [-0.0046, -0.0212], "species": ["C", "C", "C", "N", "Si", "Si", "Si", "H", "H", "H", "H", "H", "H", "H", "H", "H", "H", "H", "H", "H", "H", "H"], "positions_angstrom": [[-2.728, -0.105, 0.599], [-2.278, -1.074, -0.470], [-0.788, -1.349, -0.357], [0.507, 0.167, -2.274], [3.930, -0.790, 1.101], [0.336, 2.177, 0.307], [0.440, 0.052, -0.543], [-3.861, 0.034, 0.720], [-2.393, -0.305, 1.557], [-2.606, 0.925, 0.411], [-2.700, -2.012, -0.146], [-2.569, -0.724, -1.461], [-0.422, -2.199, -1.057], [-0.624, -1.906, 0.595], [0.390, -0.639, -2.810], [0.696, 1.089, -2.788], [4.062, 0.290, 2.190], [3.271, -1.846, 1.911], [5.123, -1.340, 0.466], [-0.164, 2.435, 1.722], [1.601, 2.897, 0.436], [-0.587, 2.817, -0.614]]}

***

## ii
{"formula": "C3H15NSi3", "method": "ωB97M-V/def2-TZVPD", "e_lumo_ha": -0.0101, "species": ["C", "C", "C", "Si", "N", "Si", "Si", "H", "H", "H", "H", "H", "H", "H", "H", "H", "H", "H", "H", "H", "H", "H"], "positions_angstrom": [[2.556, -1.834, 0.192], [1.510, -1.061, -0.534], [0.619, -0.232, 0.366], [-1.118, 0.647, -0.220], [-0.703, 0.208, -1.927], [-0.586, 3.084, 0.737], [-2.815, -0.721, 0.433], [2.113, -2.432, 1.006], [3.224, -2.596, -0.290], [3.239, -1.252, 0.767], [1.995, -0.459, -1.298], [0.901, -1.774, -1.157], [1.381, 0.392, 0.807], [0.151, -0.942, 1.168], [-1.100, 0.809, -2.631], [0.123, -0.312, -2.063], [0.790, 3.714, 1.145], [-0.684, 4.095, -0.362], [-1.493, 3.267, 1.847], [-2.909, -0.340, 1.853], [-4.284, -0.142, 0.163], [-2.912, -2.119, -0.003]]}

***

Quick look at relative energies in hartree: i 0.0428; ii 0.0000.

***

## i
{"formula": "C3H4O2S", "method": "ωB97M-V/def2-TZVPD", "e_lumo_ha": 0.0223, "species": ["C", "C", "C", "O", "O", "S", "H", "H", "H", "H"], "positions_angstrom": [[-1.339, 0.329, -0.188], [-0.346, -0.770, 0.295], [0.597, -0.033, -0.647], [-2.472, 0.539, 0.139], [-0.586, 0.849, -1.086], [1.940, 1.029, 0.057], [-0.035, -0.579, 1.326], [-0.461, -1.873, 0.219], [1.015, -0.632, -1.477], [1.687, 1.139, 1.360]]}

***

## ii
{"formula": "C3H4O2S", "method": "ωB97M-V/def2-TZVPD", "e_lumo_ha": -0.0084, "species": ["C", "C", "C", "O", "O", "S", "H", "H", "H", "H"], "positions_angstrom": [[-0.349, -0.223, -2.400], [0.991, 0.283, 1.523], [-1.150, -0.855, -1.678], [0.238, 0.455, -3.093], [0.612, 1.524, 3.757], [0.223, 1.450, 2.397], [1.820, -0.373, 1.752], [0.492, 0.255, 0.580], [-1.902, -1.471, -2.224], [-0.977, -1.046, -0.616]]}

***

## iii
{"formula": "C3H4O2S", "method": "ωB97M-V/def2-TZVPD", "e_lumo_ha": 0.0192, "species": ["O", "C", "C", "O", "C", "S", "H", "H", "H", "H"], "positions_angstrom": [[2.457, -0.475, 0.012], [1.293, -0.336, -0.219], [0.393, 0.914, -0.314], [-0.994, 0.615, -0.512], [-1.205, -0.686, 0.276], [0.047, -1.731, -0.449], [0.776, 1.607, -1.160], [0.517, 1.640, 0.667], [-2.376, -0.830, 0.189], [-0.909, -0.718, 1.509]]}

***

## iv
{"formula": "C3H4O2S", "method": "ωB97M-V/def2-TZVPD", "e_lumo_ha": [-0.0400, -0.0400], "species": ["C", "C", "C", "S", "O", "O", "H", "H", "H", "H"], "positions_angstrom": [[0.008, -1.111, -1.059], [0.841, -0.145, -0.722], [0.489, 0.913, 0.237], [-0.775, 0.552, 1.260], [-1.038, 1.575, 2.228], [-1.806, -0.342, 0.825], [0.078, -1.881, -1.823], [-0.891, -1.158, -0.460], [1.806, 0.035, -1.234], [1.286, 1.560, 0.748]]}

***

Quick look at relative energies in hartree: i 0.0000; ii 0.0710; iii 0.0369; iv 0.0857.

***

## i
{"formula": "C3H4O2S", "method": "ωB97M-V/def2-TZVPD", "e_lumo_ha": 0.0040, "species": ["O", "C", "C", "C", "S", "O", "H", "H", "H", "H"], "positions_angstrom": [[-1.328, -1.107, -0.015], [-0.940, 0.090, 0.409], [0.555, -0.061, 0.722], [1.384, 0.264, -0.306], [0.553, 1.043, -1.620], [-0.994, 1.066, -0.630], [-0.761, -1.410, -0.791], [-1.689, 0.510, 1.165], [0.891, -0.383, 1.705], [2.329, -0.013, -0.639]]}

***

## ii
{"formula": "C3H4O2S", "method": "ωB97M-V/def2-TZVPD", "e_lumo_ha": -0.0375, "species": ["O", "C", "C", "O", "C", "S", "H", "H", "H", "H"], "positions_angstrom": [[2.314, -0.794, -0.450], [1.825, 0.309, -0.206], [0.245, 0.353, 0.102], [-0.286, 1.509, -0.156], [-0.750, -0.701, 0.289], [-2.353, -0.219, -0.380], [2.414, 1.326, -0.027], [-0.478, -1.783, -0.315], [-0.747, -1.132, 1.324], [-2.183, 1.132, -0.182]]}

***

## iii
{"formula": "C3H4O2S", "method": "ωB97M-V/def2-TZVPD", "e_lumo_ha": -0.0067, "species": ["O", "C", "C", "O", "C", "S", "H", "H", "H", "H"], "positions_angstrom": [[-2.665, -0.611, -0.183], [-1.439, -0.598, -0.176], [-0.547, 0.581, -0.090], [0.686, 0.174, -0.778], [1.657, -0.039, 0.082], [3.197, -0.449, -0.206], [-0.873, -1.557, -0.117], [-0.296, 0.764, 0.948], [-1.026, 1.437, -0.568], [1.307, 0.299, 1.088]]}

***

## iv
{"formula": "C3H4O2S", "method": "ωB97M-V/def2-TZVPD", "e_lumo_ha": 0.0244, "species": ["O", "C", "O", "C", "C", "S", "H", "H", "H", "H"], "positions_angstrom": [[2.278, 0.045, -0.980], [2.325, 0.338, 0.096], [2.368, 0.560, 1.180], [-0.955, 0.591, 0.455], [-0.604, -0.144, -0.581], [-1.103, -1.814, -0.677], [-0.622, 1.590, 0.530], [-1.664, 0.349, 1.180], [0.022, 0.097, -1.502], [-2.043, -1.612, 0.298]]}

***

Quick look at relative energies in hartree: i 0.0603; ii 0.0669; iii 0.0420; iv 0.0000.

***

## i
{"formula": "C3H4O2S", "method": "ωB97M-V/def2-TZVPD", "e_lumo_ha": -0.0892, "species": ["C", "C", "C", "H", "H", "H", "H", "O", "O", "S"], "positions_angstrom": [[-0.635, -1.062, 0.601], [0.390, 0.094, 0.075], [-0.261, 1.498, 0.203], [-1.658, -0.284, -0.869], [-1.254, -0.439, 1.533], [0.083, -1.968, 1.026], [0.328, 2.543, 0.143], [-1.616, -1.495, -0.442], [-1.632, 1.407, -0.142], [1.970, -0.145, -0.152]]}

***

## ii
{"formula": "C3H4O2S", "method": "ωB97M-V/def2-TZVPD", "e_lumo_ha": -0.0447, "species": ["C", "C", "C", "O", "O", "S", "H", "H", "H", "H"], "positions_angstrom": [[-1.451, 1.146, 0.062], [-1.305, -0.184, 0.205], [-0.735, -1.279, 0.132], [1.991, 0.499, 1.074], [2.296, -0.122, -1.200], [1.935, 0.916, -0.306], [-1.477, 1.592, -1.063], [-0.866, -2.404, 0.598], [-0.657, 1.502, 0.641], [0.270, -1.665, -0.142]]}

***

Quick look at relative energies in hartree: i 0.0339; ii 0.0000.

***

## i
{"formula": "C3H7N2P", "method": "ωB97M-V/def2-TZVPD", "e_lumo_ha": [-0.0326, -0.0326], "species": ["C", "C", "C", "N", "N", "P", "H", "H", "H", "H", "H", "H", "H"], "positions_angstrom": [[-0.510, 0.284, -0.284], [0.405, -0.627, 0.546], [1.816, -0.100, 0.461], [0.437, 1.340, -0.520], [1.645, 1.231, -0.182], [-2.911, 0.114, 0.121], [-0.964, -0.162, -1.223], [0.161, -0.785, 1.535], [0.435, -1.599, -0.006], [2.326, 0.072, 1.383], [2.556, -0.642, -0.211], [-2.501, 1.356, -0.409], [-2.896, -0.484, -1.211]]}

***

## ii
{"formula": "C3H7N2P", "method": "ωB97M-V/def2-TZVPD", "e_lumo_ha": 0.0338, "species": ["C", "C", "C", "N", "N", "P", "H", "H", "H", "H", "H", "H", "H"], "positions_angstrom": [[0.693, 2.076, 2.324], [0.336, -1.175, -0.378], [-0.436, -0.268, -1.281], [-0.372, 2.122, 2.779], [-0.006, -2.378, -0.286], [1.782, -0.441, 0.546], [0.994, -0.059, 1.627], [0.223, 0.122, -2.054], [-1.249, -0.823, -1.742], [-0.836, 0.575, -0.718], [-1.255, 2.164, 3.238], [0.564, -2.963, 0.322], [1.696, 0.823, -0.031]]}

***

Quick look at relative energies in hartree: i 0.0882; ii 0.0000.